# 1
Below is a molecular structure, C37H35IN2O4PTa, with properties calculated with ωB97M-V with the def2-TZVPD basis set.

ORCA input file:
```
! wB97M-V def2-TZVPD RIJCOSX def2/J DEFGRID3
* xyz 2 1
Ta -0.5323 -0.1518 0.4834
C -2.4309 1.3004 -3.1957
C -3.0176 1.9524 -1.9822
N -4.1592 2.6266 -2.0822
C -4.6770 3.2152 -0.9988
C -4.0946 3.2041 0.2608
C -4.7388 3.8834 1.4427
O -4.8069 2.9977 2.5606
C -2.9003 2.4945 0.3843
C -2.1962 2.4006 1.6684
N -1.3158 1.5217 1.9948
C -0.8998 1.5651 3.3675
C -1.7916 1.8216 4.4039
C -1.3326 1.8524 5.7130
C 0.0034 1.6146 6.0039
C 0.8987 1.3255 4.9806
C 0.4189 1.2997 3.6850
I 1.7206 0.8754 2.1334
C -2.4068 1.8824 -0.7410
O -1.2394 1.1507 -0.5810
H -2.9190 1.6961 -4.0826
H -2.5850 0.2198 -3.1697
H -1.3570 1.4745 -3.2648
H -5.6158 3.7353 -1.1482
H -5.7252 4.2516 1.1599
H -4.1566 4.7519 1.7577
H -5.6779 2.5883 2.5873
H -2.4624 3.1510 2.4063
H -2.8420 1.9793 4.1886
H -2.0318 2.0533 6.5127
H 0.3503 1.6350 7.0273
H 1.9369 1.1211 5.2012
C 4.2701 -1.2976 -2.6798
C 3.7588 0.0999 -2.4215
C 4.5259 1.1695 -2.8797
C 4.1488 2.4864 -2.6760
C 2.9683 2.7809 -2.0077
C 2.1870 1.7390 -1.5425
C 2.5717 0.4082 -1.7388
P 1.4565 -0.8571 -1.1277
C 2.3082 -2.2364 -0.3138
C 1.7534 -3.5030 -0.5399
C 2.2359 -4.6198 0.1184
C 3.2786 -4.4770 1.0203
C 3.8434 -3.2310 1.2346
C 3.3894 -2.0920 0.5746
C 4.1642 -0.8159 0.8029
C 0.4875 -1.4776 -2.5074
C 0.9170 -1.4710 -3.8345
C 0.0775 -1.9562 -4.8223
C -1.1827 -2.4399 -4.4830
C -1.6145 -2.4182 -3.1658
C -0.7839 -1.9232 -2.1647
C -1.2342 -1.8472 -0.7311
H 4.7181 -1.3463 -3.6718
H 3.5048 -2.0684 -2.6254
H 5.0481 -1.5676 -1.9647
H 5.4443 0.9571 -3.4130
H 4.7749 3.2863 -3.0476
H 2.6601 3.8061 -1.8584
H 1.2564 1.9694 -1.0349
H 0.9553 -3.6217 -1.2590
H 1.8062 -5.5921 -0.0778
H 3.6658 -5.3386 1.5468
H 4.6769 -3.1380 1.9195
H 4.5042 -0.7567 1.8361
H 3.6255 0.0961 0.5530
H 5.0547 -0.7960 0.1728
H 1.8824 -1.0696 -4.1039
H 0.3989 -1.9493 -5.8543
H -1.8389 -2.8202 -5.2542
H -2.6059 -2.7741 -2.9143
H -0.9374 -2.7438 -0.1737
H -2.3225 -1.7872 -0.6864
C -2.7952 -2.0964 3.2067
C -2.0729 -1.3337 2.1726
O -2.6080 -0.6234 1.2910
O -0.7579 -1.3585 2.1056
H -3.4841 -1.4254 3.7209
H -2.1030 -2.5522 3.9069
H -3.3940 -2.8658 2.7158
*
```

Max |F| ... 1.2 eV/A
E_HOMO ... -14.030 eV
Energy relative to the best compared isomer or geometry (same formula, charge and spin) ... 0.0 kcal/mol

---

# 2
Below is a molecular structure, C37H35N2O6S4SiTc, with properties calculated with ωB97M-V with the def2-TZVPD basis set.

ORCA input file:
```
! wB97M-V def2-TZVPD RIJCOSX def2/J DEFGRID3
* xyz -2 1
Tc 1.0519 -1.0146 0.9212
C -1.7032 0.4825 0.1489
C -0.9803 -0.3753 1.1568
N -0.7305 -1.6914 0.8466
N -1.5460 -2.6674 0.5405
C -1.1487 -3.8962 0.7618
S 0.1695 -4.4210 1.6440
S -2.2309 -5.1184 0.0461
C -3.1466 -4.1288 -1.1952
C -4.3434 -3.4188 -0.6532
C -4.5798 -2.0897 -0.9781
C -5.7314 -1.4541 -0.5472
C -6.6561 -2.1366 0.2242
C -6.4136 -3.4535 0.5773
C -5.2662 -4.0907 0.1395
C -1.2321 -0.1830 2.6062
C -2.3836 0.3483 3.1469
C -2.5361 0.4205 4.5235
C -1.5461 -0.0775 5.3583
C -0.3880 -0.6234 4.8404
C -0.1866 -0.6499 3.4527
O 0.9366 -1.0442 2.9206
H -1.2160 0.3936 -0.8201
H -1.6907 1.5229 0.4574
H -2.7311 0.1274 0.0554
H -3.4546 -4.8605 -1.9472
H -2.4336 -3.4280 -1.6269
H -3.8575 -1.5509 -1.5730
H -5.9069 -0.4205 -0.8116
H -7.5625 -1.6408 0.5496
H -7.1239 -3.9828 1.1999
H -5.0667 -5.1148 0.4194
H -3.1701 0.6972 2.4919
H -3.4282 0.8719 4.9369
H -1.6869 -0.0281 6.4327
H 0.3885 -1.0098 5.4843
C 5.2584 1.0256 -0.6234
Si 4.6301 -0.0697 0.8115
C 5.4090 0.5087 2.4595
C 4.9242 -1.9332 0.5569
O 2.9894 -0.0264 0.8409
H 6.3293 0.9083 -0.7672
H 5.0630 2.0755 -0.4157
H 4.7582 0.7820 -1.5586
H 6.4867 0.3606 2.4696
H 4.9754 -0.0397 3.2934
H 5.2115 1.5610 2.6468
H 5.9446 -2.2236 0.7864
H 4.7303 -2.2060 -0.4754
H 4.2604 -2.5229 1.1871
C -3.7266 6.4990 -1.3082
C -3.2620 7.4244 -2.3969
O -3.9889 7.9509 -3.2189
S -1.5050 7.7861 -2.3966
C -0.7673 6.2767 -1.7969
C -0.6533 5.1843 -2.6559
C -0.0675 4.0159 -2.2228
C 0.4186 3.9086 -0.9089
C 0.2870 5.0208 -0.0531
C -0.2898 6.1885 -0.4898
C 1.0217 2.7611 -0.3906
C 1.6101 1.8738 0.2042
H -4.7556 6.2018 -1.5053
H -3.6880 7.0306 -0.3550
H -3.0972 5.6160 -1.2232
H -1.0265 5.2709 -3.6676
H 0.0250 3.1714 -2.8902
H 0.6509 4.9344 0.9599
H -0.3768 7.0427 0.1671
O 1.1187 -3.6738 -1.3611
C 2.3446 -3.5535 -1.8916
C 3.1232 -4.7046 -2.0078
C 4.3663 -4.6501 -2.6022
C 4.8551 -3.4495 -3.0974
C 4.1011 -2.3001 -2.9669
C 2.8548 -2.3282 -2.3500
C 2.1476 -1.0155 -2.0995
O 2.4449 -0.0242 -2.7550
O 1.2450 -1.0462 -1.1799
H 0.7742 -2.7691 -1.1954
H 2.7238 -5.6177 -1.5929
H 4.9602 -5.5497 -2.6727
H 5.8232 -3.4170 -3.5765
H 4.4529 -1.3421 -3.3251
S 2.2835 1.7636 2.7024
C 2.1369 1.0268 1.1798
*
```

Max |F| ... 3.4 eV/A
E_HOMO (alpha / beta) ... -1.439 / -1.533 eV
Energy relative to the best compared isomer or geometry (same formula, charge and spin) ... 53.5 kcal/mol

---

# 3
Below is a molecular structure, C37H36BrIrN5O2S2, with properties calculated with ωB97M-V with the def2-TZVPD basis set.

ORCA input file:
```
! wB97M-V def2-TZVPD RIJCOSX def2/J DEFGRID3
* xyz 3 1
Ir 0.2822 0.6024 0.7567
O -0.5018 -1.2237 0.1849
S -1.3376 -2.2643 0.9886
C -0.3885 -3.7865 0.7465
C 1.1267 -3.6304 0.8661
C 1.8134 -3.3164 -0.4684
C 3.1888 -2.6682 -0.2986
S 3.2920 -0.8551 -0.2627
O 2.0572 -0.4033 0.5736
C 3.0240 -0.3697 -1.9391
C 1.8465 -0.5978 -2.6533
C 1.7931 -0.2296 -3.9856
C 2.9015 0.3493 -4.5988
C 4.0646 0.5774 -3.8817
C 4.1311 0.2225 -2.5407
C -1.0626 -1.9362 2.7096
C -2.1450 -2.1831 3.5433
C -2.0118 -1.9637 4.9103
C -0.8143 -1.4887 5.4230
C 0.2589 -1.2236 4.5762
C 0.1422 -1.4476 3.2135
H -0.7027 -4.1492 -0.2337
H -0.8072 -4.4648 1.4942
H 1.5262 -4.5601 1.2744
H 1.3674 -2.8641 1.6002
H 1.1689 -2.6971 -1.0757
H 1.9556 -4.2418 -1.0286
H 3.8791 -2.9133 -1.1096
H 3.6684 -2.9797 0.6321
H 0.9907 -1.0529 -2.1806
H 0.8913 -0.4071 -4.5564
H 2.8560 0.6186 -5.6457
H 4.9229 1.0267 -4.3620
H 5.0367 0.3953 -1.9722
H -3.0809 -2.5476 3.1358
H -2.8447 -2.1671 5.5699
H -0.7092 -1.3308 6.4883
H 1.1973 -0.8736 4.9886
H 0.9984 -1.2716 2.5665
Br -5.7025 1.5490 3.5426
C -4.0301 1.3672 2.7563
C -3.9057 0.9212 1.4436
C -2.6482 0.7852 0.9018
N -1.5275 1.0654 1.5968
C -1.6524 1.5041 2.8601
C -2.8749 1.6710 3.4694
H -4.7754 0.6831 0.8475
H -2.5213 0.4377 -0.1154
H -0.7450 1.7240 3.3965
H -2.9236 2.0322 4.4869
C -1.3118 3.9159 -1.3720
C -0.8147 3.1024 -0.3759
N -0.4490 1.8303 -0.6456
C -0.6078 1.3378 -1.8687
C -1.1132 2.0796 -2.9108
C -1.4491 3.4072 -2.6594
C -1.2342 1.4920 -4.2414
C -1.6481 0.2588 -4.4946
C -2.0963 -0.7247 -3.4952
C -2.3664 -2.0328 -3.8671
C -2.7848 -2.9006 -2.8660
N -2.9603 -2.4957 -1.6098
C -2.7151 -1.2139 -1.3657
N -2.2643 -0.3077 -2.2267
H -1.5879 4.9339 -1.1358
H -0.6949 3.4502 0.6375
H -0.3214 0.3041 -2.0103
H -1.8313 4.0306 -3.4581
H -0.9940 2.1478 -5.0731
H -1.7179 -0.0493 -5.5328
H -2.2629 -2.3650 -4.8912
H -2.9896 -3.9435 -3.0767
H -2.9112 -0.8700 -0.3461
C 3.3792 4.0040 2.1954
C 3.1063 3.8226 0.8474
C 2.1612 2.8918 0.4705
N 1.4820 2.1539 1.3696
C 1.7801 2.3020 2.6709
C 2.7071 3.2194 3.1202
H 4.1112 4.7322 2.5182
H 3.6214 4.3926 0.0872
H 1.9375 2.7191 -0.5726
H 1.2722 1.6455 3.3638
H 2.8997 3.3056 4.1801
*
```

Max |F| ... 2.0 eV/A
E_HOMO ... -16.389 eV
Energy relative to the best compared isomer or geometry (same formula, charge and spin) ... 19.4 kcal/mol